# 1
DFT (wB97M-V/def2-TZVPD) results for one molecule with the formula C16H16BrNO4 in a non-equilibrium geometry.

```
38
Properties=species:S:1:pos:R:3:forces:R:3:nbo_charge:R:1
C 1.4756 -1.7315 -1.5983 -1.32 2.55 -2.89 -0.24
H 0.7493 -1.7513 -2.4021 -0.23 0.18 0.06 0.21
O 0.8552 -1.4866 -0.4351 -6.29 3.21 -4.92 -0.47
C 1.3544 -1.5041 0.6992 -0.70 0.18 -2.28 0.21
C 2.5092 -2.0071 0.8071 13.62 -1.96 6.35 -0.31
C 3.1016 -1.8376 2.1883 -0.93 -0.67 -1.33 -0.14
C 2.2832 -1.3223 3.3021 12.56 -4.83 -2.69 -0.27
C 1.1319 -1.1526 2.9595 -12.56 4.70 1.77 -0.17
C 0.6300 -1.0811 1.6695 -4.64 1.93 6.18 0.07
N -0.7466 -0.6479 1.4660 5.49 -6.19 -8.13 -0.63
C -1.3196 0.2293 2.1352 -8.51 -1.68 -12.91 0.72
O -1.2771 0.5220 3.1629 1.87 5.87 16.94 -0.54
C -2.9166 0.5591 1.2402 13.11 14.17 0.34 -0.11
O -2.4555 0.5993 -0.0309 -3.19 -2.83 -4.01 -0.54
C -1.5466 1.2549 -0.7324 1.03 6.26 11.12 0.33
C -0.7728 2.3794 0.1020 -8.23 -7.80 2.41 -0.25
C 0.1031 2.9540 -0.5170 11.64 7.29 -4.01 -0.24
C 0.4397 2.8091 -1.8880 -2.52 -4.91 -0.93 -0.16
C -0.1938 1.7137 -2.5886 2.35 5.95 1.83 -0.20
C -1.2651 1.2474 -1.9479 -3.76 -5.34 -7.94 -0.15
C -2.1679 0.1349 -2.8795 8.30 4.17 6.70 0.03
O -2.0459 -0.9429 -2.2303 1.22 -8.71 2.85 -0.72
H -2.4324 -1.0581 -1.3333 0.02 1.06 -1.39 0.50
H -1.7502 0.2541 -3.7337 3.23 -0.55 -5.84 0.15
H -3.0260 0.3683 -2.9630 -11.56 3.97 -0.97 0.14
H -0.0891 1.6183 -3.6273 0.45 -0.39 -1.24 0.21
Br 1.7177 3.6496 -2.7993 2.16 1.72 -0.81 0.12
H 1.0418 3.5630 0.0155 -3.02 -0.93 -0.91 0.21
H -0.9296 2.5377 1.1400 -0.26 -0.13 0.72 0.23
H -3.0650 1.6858 1.7158 -0.32 -2.90 -1.31 0.16
H -3.4646 -0.0760 1.5014 -8.73 -9.63 2.95 0.14
H -0.9422 -0.8747 0.3670 0.10 1.34 3.70 0.44
H 0.5229 -0.7560 3.9144 0.30 -1.10 -2.70 0.23
H 2.6775 -1.5300 4.2277 0.60 0.44 2.27 0.22
H 4.1318 -2.2306 2.3394 -0.83 0.54 -0.03 0.20
H 3.5082 -2.2079 0.1623 -3.51 0.27 0.54 0.26
H 2.3655 -1.2725 -1.9643 0.61 1.94 0.49 0.18
H 1.8080 -2.6091 -1.4446 2.44 -7.15 -0.01 0.17
```
Positions in Å, forces in eV/Å.

Output
Gap between HOMO and LUMO   8.20 eV
HOMO energy   -7.636 eV
SMILES string   COc1ccccc1NC(=O)COc1ccc(Br)cc1CO
Energy above the lowest of the compared OMol25 structures with the same formula, charge and spin   3.392 eV

---

# 2
DFT (wB97M-V/def2-TZVPD) results for C19H35Br4NO11 as an isolated structure in a non-equilibrium geometry.

```
70
Properties=species:S:1:pos:R:3:forces:R:3:nbo_charge:R:1
C 2.9907 -8.0843 16.1303 1.67 0.30 0.16 -0.27
O 2.3786 -7.0426 15.3724 0.27 -0.41 2.28 -0.55
C 2.7743 -7.0507 14.0517 -0.50 -1.00 -1.71 -0.09
C 1.7634 -7.8961 13.2276 0.93 0.27 -1.64 -0.25
N 2.2698 -8.3934 11.9114 0.28 1.02 -0.39 -0.62
C 2.9601 -7.3759 11.0498 0.21 -0.95 -0.12 -0.23
C 3.8259 -8.0045 9.8878 0.17 0.08 1.94 -0.06
O 4.8640 -8.7407 10.5850 0.38 -0.24 -0.60 -0.56
C 5.9510 -9.1574 9.7640 0.06 -0.45 -0.47 -0.26
H 4.0276 -7.8650 16.3849 0.42 0.73 -0.24 0.17
H 3.1284 -9.0166 15.5827 -0.49 -0.07 0.01 0.17
H 2.5890 -8.2499 17.1300 -0.87 0.14 -0.48 0.20
H 3.7639 -7.4896 13.9241 0.37 0.14 0.03 0.16
H 2.7616 -6.0428 13.6369 0.20 0.16 0.33 0.19
H 0.8402 -7.3180 13.1894 0.38 0.00 -1.06 0.20
H 1.4402 -8.7874 13.7654 0.58 1.48 -2.19 0.18
H 2.9724 -9.0961 12.0921 0.03 -0.27 0.17 0.36
H 3.7010 -6.8278 11.6318 0.00 0.40 0.04 0.17
H 2.2019 -6.6950 10.6629 0.08 0.06 -0.14 0.19
H 4.3663 -7.2341 9.3378 -0.49 0.34 -0.25 0.17
H 3.2373 -8.6415 9.2276 0.06 -0.16 -0.03 0.18
H 6.6266 -9.8472 10.2698 -0.54 -0.14 0.55 0.19
H 6.6540 -8.4135 9.3892 -0.38 1.02 0.29 0.16
H 5.6328 -9.6607 8.8510 -0.46 -0.24 -0.01 0.17
Br 1.2282 -11.6917 14.5825 -0.31 0.50 0.44 -0.02
C 0.8299 -9.8695 15.2463 -0.86 0.39 -1.44 -0.48
C -0.5355 -9.2549 14.7144 1.77 -1.16 1.78 -0.50
Br -0.5896 -7.2875 15.0642 2.61 1.27 -1.21 0.03
H 1.5757 -9.2902 14.7021 -0.10 -1.51 2.40 0.22
H 0.9399 -9.7647 16.3256 0.51 -0.91 -1.38 0.22
H -1.3668 -9.7741 15.1913 0.59 1.33 0.35 0.26
H -0.7282 -9.3068 13.6428 1.26 -0.26 0.68 0.31
Br -0.1277 -8.7723 17.7107 0.04 -0.36 2.67 -0.01
C -0.5541 -10.7192 17.8904 0.51 0.58 -0.15 -0.43
C -0.8596 -10.9782 19.3374 -0.21 0.18 0.44 -0.44
Br -1.2515 -12.9150 19.6685 0.35 1.18 -0.19 -0.01
H 0.3316 -11.2520 17.5442 -0.07 0.05 0.06 0.24
H -1.3703 -10.8184 17.1747 1.12 -0.38 0.76 0.24
H -1.6932 -10.3763 19.6994 -0.21 -0.58 -0.26 0.24
H -0.0297 -10.6133 19.9425 0.26 -0.78 0.05 0.23
C -3.3429 -12.7203 14.4866 -0.19 -0.58 0.13 -0.09
C -2.4899 -11.6697 15.1363 -0.08 -0.12 -3.52 -0.13
O -1.7947 -11.1696 13.9863 0.87 -1.11 -2.19 -0.55
C -2.4130 -11.5058 12.8189 2.99 1.02 -1.81 0.97
O -2.0180 -11.1633 11.6996 -1.76 -1.36 3.01 -0.59
O -3.4087 -12.3014 13.1013 -2.09 -1.14 0.27 -0.49
H -4.3102 -12.7678 14.9868 -0.22 0.00 -0.59 0.20
H -2.8974 -13.7150 14.5009 0.05 -0.01 -0.04 0.19
H -1.8287 -12.1174 15.8782 0.46 0.43 -0.93 0.22
H -3.1106 -10.8119 15.3952 1.23 -1.87 -1.76 0.22
C -2.9769 -8.1268 16.3879 -1.79 1.50 2.58 -0.14
C -3.0754 -8.0295 17.8833 0.48 -0.15 -0.09 -0.12
O -3.1328 -9.4250 18.2734 -0.52 -0.27 0.36 -0.49
C -3.2720 -10.1790 17.1753 0.44 -2.97 1.62 1.01
O -3.1190 -11.3994 17.0483 -3.48 2.68 5.68 -0.62
O -3.3901 -9.4462 16.1186 -1.03 1.94 -0.97 -0.51
H -2.0092 -7.8057 16.0026 -1.46 -1.01 0.55 0.22
H -3.7727 -7.4752 16.0269 1.16 -0.02 1.59 0.17
H -3.9615 -7.4563 18.1562 0.08 -0.42 0.69 0.19
H -2.1185 -7.6366 18.2271 -0.74 0.26 0.67 0.23
C -4.0079 -7.0677 12.9192 -1.53 -0.70 -0.72 -0.11
C -3.9804 -8.0722 14.0241 -0.54 0.77 -0.83 -0.09
O -2.6577 -8.5438 13.9266 -1.01 -1.20 -1.09 -0.53
C -2.2337 -8.3725 12.6461 4.71 -1.19 -1.52 0.98
O -1.2019 -8.8483 12.1278 -3.76 1.96 1.61 -0.55
O -2.9453 -7.4761 12.0449 -1.82 1.63 -0.68 -0.45
H -3.9261 -6.0655 13.3401 0.44 0.13 -0.71 0.19
H -4.9653 -7.2528 12.4323 0.12 0.85 -0.55 0.20
H -4.7007 -8.8883 13.9677 0.07 -0.01 -0.20 0.19
H -4.1128 -7.4878 14.9346 -0.68 -0.79 -2.04 0.18
```
Positions in Å, forces in eV/Å.

Output
Gap between HOMO and LUMO   7.96 eV
HOMO energy   -8.043 eV

---

# 3
DFT (wB97M-V/def2-TZVPD) results for C16H23F6N2NdO3P as an isolated structure in a non-equilibrium geometry.

```
52
Properties=species:S:1:pos:R:3:forces:R:3:mulliken_spin:R:1
C -2.5918 -1.7213 -0.6594 -0.27 0.08 0.77 0.00
C -2.2200 -0.9069 -1.9039 0.56 0.45 0.05 0.01
N -1.0421 -0.2325 -1.8956 -0.51 -0.18 -0.48 0.10
C -0.6117 0.4494 -3.0282 -0.34 -0.08 0.45 0.01
C -1.4504 0.4839 -4.1808 0.19 -0.13 0.67 0.19
C -2.6703 -0.1775 -4.1600 -0.24 -0.17 -0.14 -0.03
C -3.0656 -0.8827 -3.0138 -0.01 0.08 -0.11 0.12
C 0.6503 1.1351 -2.9822 -0.69 0.40 -1.69 0.48
P 1.6979 1.2150 -1.5766 0.38 -0.11 2.13 0.03
H -4.0367 -1.3816 -2.9606 0.39 0.12 -0.12 0.00
H -1.1438 1.0589 -5.0420 0.06 -0.06 -0.07 0.00
H -3.3295 -0.1572 -5.0456 0.44 0.05 0.61 0.00
C -3.0859 0.0691 1.0152 -0.08 0.01 0.11 0.01
C -1.9267 -1.9459 1.7941 -0.01 -0.05 -0.42 0.00
H 0.8916 1.7179 -3.8795 -0.09 -0.24 0.23 0.00
H -2.1028 -2.7107 -0.6762 -0.09 0.39 -0.13 0.00
H -3.6795 -1.9007 -0.6671 0.30 -0.02 -0.04 0.00
C 2.0357 2.9123 -0.9642 0.15 0.35 -0.87 0.02
C 3.3331 0.4212 -1.7467 0.25 -0.05 -0.74 0.04
H 2.5486 2.8319 0.0051 -0.11 -0.11 -0.32 0.00
H 2.6818 3.4748 -1.6577 -0.22 -0.12 0.27 0.00
H 1.0989 3.4621 -0.8051 0.26 -0.23 -0.13 0.01
H 3.8356 0.4138 -0.7685 -0.26 0.13 -0.23 0.00
H 3.2188 -0.6189 -2.0819 0.05 0.30 0.03 0.00
H 3.9777 0.9545 -2.4635 -0.19 -0.22 0.23 0.00
H -2.8196 -2.4605 2.1883 0.25 0.21 -0.20 0.00
H -1.1671 -2.6944 1.5173 -0.32 0.17 0.05 0.00
H -1.5253 -1.3209 2.6111 -0.13 -0.16 -0.12 0.00
H -4.0963 -0.2451 1.3153 0.22 -0.07 -0.15 0.00
H -2.6290 0.5739 1.8856 -0.34 -0.11 -0.45 0.00
H -3.1583 0.7826 0.1797 -0.03 -0.16 0.34 0.00
C 1.6701 0.3110 2.4284 2.60 0.14 3.43 0.00
O 2.3437 0.3770 3.3528 -2.16 -0.21 -3.07 0.00
Nd -0.1481 0.2650 0.3627 -0.63 0.81 0.39 3.01
O 0.8051 -1.9950 -0.6361 0.11 -0.04 -0.49 0.00
H 1.7115 -2.3225 -0.5309 -0.20 -0.15 -0.01 0.00
H 0.5659 -2.1685 -1.5741 0.20 0.14 0.81 0.00
N -2.2054 -1.0540 0.6365 0.09 -0.37 -0.73 -0.01
C -0.8111 2.5441 3.1670 0.06 -0.26 0.27 0.00
C -1.0486 3.1794 1.8149 -0.36 1.41 -0.64 0.00
O -0.8610 2.3066 0.7398 0.60 -0.70 0.65 0.01
C -2.5058 3.7784 1.6970 -1.00 0.55 0.21 0.00
F -2.8249 4.7053 2.6460 0.75 -1.04 -0.90 0.00
F -2.7191 4.3471 0.4901 0.26 -0.59 0.88 0.00
F -3.4312 2.7748 1.8407 0.77 0.52 -0.15 0.00
C -0.0384 4.3891 1.6934 0.51 0.79 0.17 0.00
F -0.1697 5.3332 2.6671 -0.07 -1.25 -1.00 0.00
F 1.2439 3.8947 1.8160 -0.91 0.25 -0.21 0.00
F -0.1188 5.0229 0.5008 0.14 -0.66 0.88 0.00
H -1.4382 1.6591 3.2902 -0.11 0.07 0.04 0.00
H -1.0164 3.2293 3.9935 0.01 -0.09 -0.12 0.00
H 0.2401 2.2394 3.2303 -0.22 0.18 0.07 0.00
```
Positions in Å, forces in eV/Å.

Output
Gap between HOMO and LUMO (alpha / beta)   7.90 / 7.09 eV
HOMO energy (alpha / beta)   -14.944 / -15.477 eV
Energy above the lowest of the compared OMol25 structures with the same formula, charge and spin   0.000 eV
2S+1   5
Total charge   +2

---

# 4
DFT (wB97M-V/def2-TZVPD) results for an isolated ion of composition C3H3N4 and charge +1 in a non-equilibrium geometry.

```
10
Properties=species:S:1:pos:R:3:forces:R:3:nbo_charge:R:1
C -0.2982 0.7204 0.5707 0.23 -1.45 0.69 0.10
C 0.2502 -0.4294 1.3105 -1.70 -2.35 -1.97 0.08
C -0.2979 -0.0362 -1.6037 1.37 0.53 -1.07 0.39
N -0.4701 -0.9931 -3.7288 -0.20 -0.43 -1.41 0.27
N -0.5130 0.6482 -0.6446 -0.66 0.06 0.58 -0.18
N 0.9613 -0.2089 2.2764 1.16 -3.13 0.87 -0.45
N -0.5034 -0.4504 -2.7491 -0.60 -0.97 -0.74 -0.02
H -0.3099 1.5748 1.1066 -0.35 3.12 1.23 0.24
H 0.0269 -1.5034 0.8641 0.53 2.01 0.99 0.20
H 1.1541 0.6780 2.5978 0.21 2.61 0.84 0.37
```
Positions in Å, forces in eV/Å.

Output
Gap between HOMO and LUMO (alpha / beta)   6.82 / 6.81 eV
HOMO energy (alpha / beta)   -14.476 / -14.490 eV
Energy above the lowest of the compared OMol25 structures with the same formula, charge and spin   4.299 eV
Total charge   +1

---

# 5
DFT (wB97M-V/def2-TZVPD) results for one molecule with the formula C2H3Br2N in a non-equilibrium geometry.

```
8
Properties=species:S:1:pos:R:3:forces:R:3:nbo_charge:R:1
C -0.6595 -0.7929 0.1176 6.59 1.63 7.76 0.09
C -1.1189 0.3628 -0.6568 0.06 0.45 -0.99 -0.54
N 0.4529 -0.4792 1.2246 -6.39 1.09 -7.72 -0.57
Br -1.4909 -2.4449 -0.1223 0.10 0.19 0.13 0.14
Br -2.5638 1.3905 0.3006 0.30 -0.89 -0.58 0.01
H -1.4461 -0.1575 -1.6003 -0.25 1.64 0.52 0.24
H -0.3968 1.2202 -0.7696 -0.38 -1.59 -0.06 0.28
H 0.6030 -1.1810 1.8807 -0.03 -2.52 0.94 0.33
```
Positions in Å, forces in eV/Å.

Output
Gap between HOMO and LUMO (alpha / beta)   8.53 / 8.62 eV
HOMO energy (alpha / beta)   -9.676 / -9.785 eV
SMILES string   [H]/N=C(\Br)CBr
Energy above the lowest of the compared OMol25 structures with the same formula, charge and spin   2.505 eV